--- a ---
Computed, not measured: a cluster of 2 separate species, C3H7FN3 in total, with wB97M-V/def2-TZVPD.

```
! wB97M-V def2-TZVPD RIJCOSX def2/J DEFGRID3
* xyz 1 1
C 2.66227 0.00264 0.12370
C -0.34444 0.37138 0.45038
C -0.92594 -0.61050 -0.37615
N 2.26164 -1.23109 0.00317
N 1.55515 -0.14306 0.75434
N -0.09388 1.61530 -0.01902
F 3.53205 0.78294 -0.31550
H -0.64910 0.12818 1.49415
H -0.81253 -1.71265 -0.17310
H -0.87346 -0.53762 -1.46542
H -1.96266 -0.46337 -0.09089
H 2.77271 -1.98154 0.54380
H -0.47089 1.98318 -0.98484
H 0.22801 2.40935 0.48856
*
```

Calculated values
LUMO energy, eV: -4.279
HOMO level, eV: -13.98

--- b ---
Computed, not measured: a cluster of 2 separate species, C3H7FN3 in total, with wB97M-V/def2-TZVPD.

```
! wB97M-V def2-TZVPD RIJCOSX def2/J DEFGRID3
* xyz 1 1
C 0.25302 1.85547 0.04301
C -0.43877 -2.48957 0.36685
C 0.20303 0.90424 -0.89579
N 1.18080 2.80346 0.17468
N 0.66422 -2.76796 0.15094
N -1.58927 -2.10226 0.73184
F -0.78805 -0.07501 -0.82007
H -0.64617 1.88938 0.72230
H 0.98470 0.57054 -1.51860
H 0.80681 3.74065 0.10758
H 1.84916 2.82404 -0.65910
H 1.56319 -3.20857 0.15553
H -1.80848 -1.05264 0.77804
H -2.23421 -2.89175 0.66281
*
```

Calculated values
LUMO energy, eV: -4.087
HOMO level, eV: -11.95

Of them, the most stable is b and the least stable is a.

--- a ---
Computed, not measured: an isolated molecule of C4H9NOSi, with wB97M-V/def2-TZVPD.

```
! wB97M-V def2-TZVPD RIJCOSX def2/J DEFGRID3
* xyz 0 1
C 0.62144 -1.16735 -1.53830
C -0.51879 -0.29525 -1.02881
C 1.36812 -0.70398 1.08179
C -0.38898 0.65897 -0.13169
N 2.16658 -0.52228 0.14806
O 1.92004 -0.75238 -1.21917
Si -1.70782 1.63926 0.84556
H 0.44435 -2.20361 -1.03985
H 0.65956 -1.15283 -2.59514
H -1.48836 -0.62970 -1.26814
H 1.77238 -0.32218 2.00352
H 0.45499 -1.38930 1.17137
H 0.54332 1.17951 0.25701
H -2.16831 1.14991 2.28504
H -2.89915 1.70776 0.00921
H -0.77938 2.80345 1.01954
*
```

Calculated values
LUMO energy, eV: 0.801
HOMO level, eV: -9.12

--- b ---
Computed, not measured: an isolated molecule of C4H9NOSi, with wB97M-V/def2-TZVPD.

```
! wB97M-V def2-TZVPD RIJCOSX def2/J DEFGRID3
* xyz 0 1
C 0.28465 -1.78401 -1.11451
C 0.59317 -1.08099 0.18608
C -0.48212 1.04107 -1.11816
C -0.29634 -0.19222 0.71915
N -0.90399 0.08391 -1.83333
O 0.15752 -0.81447 -2.14356
Si 0.16858 1.14669 2.04238
H 1.10248 -2.35398 -1.42374
H -0.76921 -2.32675 -1.18007
H 1.63186 -1.08309 0.50289
H -1.21128 1.71100 -0.75075
H 0.57003 1.36973 -1.02837
H -1.31668 -0.38191 0.56719
H -0.23535 0.80223 3.35573
H -0.67012 2.24039 1.78107
H 1.37680 1.62241 1.43801
*
```

Calculated values
LUMO energy, eV: 0.444
HOMO level, eV: -9.09

Of them, the most stable is a and the least stable is b.

--- a ---
Computed, not measured: a cluster of 2 separate species, C2H9NS2 in total, with wB97M-V/def2-TZVPD.

```
! wB97M-V def2-TZVPD RIJCOSX def2/J DEFGRID3
* xyz 0 1
S 2.87531 -0.06645 -1.18926
S 2.83967 0.89912 0.58026
H 1.83326 -1.04793 -0.93473
H 2.45301 2.07134 0.15635
C -1.18429 0.62833 -0.70855
N -1.41579 0.19436 0.58550
C -0.82041 -1.16876 0.89659
H -1.71849 -0.11668 -1.47286
H -0.14673 0.78907 -1.02536
H -1.89537 1.39669 -0.94088
H -0.88947 0.71835 1.29021
H -1.32782 -1.93315 0.23851
H 0.28967 -0.96824 0.55584
H -0.89253 -1.39604 1.96838
*
```

Calculated values
LUMO energy, eV: 0.353
HOMO level, eV: -8.86

--- b ---
Computed, not measured: a cluster of 2 separate species, C2H9NS2 in total, with wB97M-V/def2-TZVPD.

```
! wB97M-V def2-TZVPD RIJCOSX def2/J DEFGRID3
* xyz 0 1
S 3.30406 -0.61346 0.10843
S 2.49894 1.38851 0.27713
H 3.64160 -0.75875 -1.18673
H 3.26032 1.58892 1.35456
C -1.60604 -1.24661 -0.27724
C -0.78838 0.03535 -0.23014
N -1.69040 1.14595 0.31715
H -1.82745 -1.64330 -1.27609
H -1.10330 -2.09889 0.18235
H -2.61343 -1.12194 0.12420
H 0.11713 -0.03018 0.41061
H -0.44359 0.29986 -1.24201
H -1.19724 2.02367 0.07891
H -1.55223 1.03087 1.35888
*
```

Calculated values
LUMO energy, eV: -0.208
HOMO level, eV: -9.25

Of them, the most stable is b and the least stable is a.